# 1
# C54H96CrN2O38

C54H96CrN2O38 as an isolated structure at a distorted geometry (the ωB97M-V functional and the def2-TZVPD basis, the OMol25 dataset).

Results
2S+1 = 4
Net charge = +1
Kohn-Sham gap (alpha / beta) = 8.0 / 9.6 eV
LUMO level (alpha / beta) = -2.82 / -1.84 eV
Highest occupied orbital energy (alpha / beta) = -10.8 / -11.4 eV
DFT total energy = -166751.476 eV

CARTESIAN COORDINATES (ANGSTROEM)
Cr1 17.05886 14.13486 11.53224
O1 18.70594 21.40087 14.43004
O2 21.17623 9.19207 10.57140
O3 13.99695 12.98605 9.03534
O4 19.89887 12.45510 19.95934
O5 19.44243 14.68069 19.72909
O6 15.99531 14.33950 18.41914
O7 19.31397 14.92372 11.19218
O8 24.88196 14.51495 13.14926
O9 21.39141 15.92951 10.97440
O10 22.54506 10.85720 11.26700
O11 15.06324 11.19877 14.15048
O12 20.97525 10.36576 12.60794
O13 14.31523 14.59209 16.89844
O14 11.60010 11.50244 11.47916
O15 19.51643 20.38324 20.80181
O16 13.33562 17.92485 11.11782
O17 17.76297 10.21590 16.45638
O18 15.52965 10.43780 12.16276
O19 15.98649 12.58199 12.54178
O20 23.28601 15.47440 14.50492
O21 12.26315 13.41172 12.18394
O22 18.28182 12.37262 11.29158
O23 20.69172 18.42752 18.10028
O24 19.91385 9.52246 16.93561
O25 17.37379 13.11716 9.60320
O26 17.47862 20.32855 21.79886
O27 12.55542 16.41383 12.53618
O28 18.81230 18.53538 16.81912
O29 15.01069 14.27986 10.63170
O30 19.49163 11.75469 16.66186
O31 18.16223 18.59892 20.44814
O32 17.16270 18.15530 10.62258
O33 17.02988 15.96704 10.49060
O34 19.86833 16.97188 12.22564
O35 16.18796 15.30230 13.04448
O36 22.88382 13.55367 13.25284
O37 17.38237 21.67865 16.11662
O38 18.02036 14.49240 13.46068
N1 17.76581 21.11374 15.11132
N2 11.38325 12.60638 11.95090
C1 16.35921 18.89687 8.60524
C2 14.58109 12.25057 14.94630
C3 13.22892 17.52721 12.25506
C4 23.66611 14.54397 13.78468
C5 18.70310 12.84746 16.28968
C6 20.19726 13.54413 19.48232
C7 21.65106 19.30036 18.69336
C8 13.84600 14.63512 19.32901
C9 20.03708 20.58695 17.39604
C10 16.18469 17.41935 8.68118
C11 12.81796 14.91384 9.59060
C12 17.33005 16.29559 14.98998
C13 24.51175 9.71369 10.18234
C14 16.84916 20.00665 14.62212
C15 9.99113 12.98508 12.42742
C16 19.77043 19.10266 17.33788
C17 16.31817 18.20041 18.87714
C18 18.17577 12.30870 10.03964
C19 19.92814 9.66885 13.15648
C20 21.50874 20.58488 17.87298
C21 18.96893 10.49627 16.70564
C22 16.82789 19.40698 10.00724
C23 15.10309 9.11582 12.54220
C24 18.30447 19.84241 21.05038
C25 27.07045 15.13866 12.80668
C26 17.11015 15.27186 13.85316
C27 20.14355 15.83451 11.48720
C28 25.77672 15.64707 13.37736
C29 19.02828 11.40765 9.20562
C30 16.84587 17.04774 9.96766
C31 14.67746 14.54566 18.08696
C32 20.96488 15.26745 18.02548
C33 19.64171 21.80811 20.97792
C34 22.17168 10.13434 16.01425
C35 21.56562 13.41311 13.82984
C36 14.92713 14.86568 20.39326
C37 21.35820 13.92550 18.62092
C38 12.74093 12.85550 8.32462
C39 16.20018 14.24018 19.82858
C40 12.90952 17.45712 14.54200
C41 15.91670 8.48812 13.69414
C42 15.62771 11.45771 12.94112
C43 23.43771 10.87018 10.14814
C44 21.50915 10.03125 11.40026
C45 20.80370 17.84608 12.80982
C46 11.81684 13.89288 8.93646
C47 16.95640 18.00996 20.32446
C48 20.05946 18.83052 13.66296
C49 21.85350 14.85803 10.07647
C50 13.87120 18.02021 13.56516
C51 21.30941 9.78929 17.26374
C52 12.70008 16.10984 13.90792
C53 14.05406 14.07647 9.82418
C54 19.83453 15.79816 18.94260
H1 21.59810 12.97442 14.82712
H2 19.09946 19.14261 13.25176
H3 15.39254 17.62569 18.90846
H4 22.66570 18.90592 18.63836
H5 12.96757 13.13512 7.29578
H6 14.86482 17.58292 13.66300
H7 18.58546 11.11129 8.25474
H8 15.86637 20.46506 14.51218
H9 11.75185 15.73604 14.29420
H10 20.66656 22.17547 21.03114
H11 15.32102 13.04958 14.99314
H12 17.27910 17.30152 14.57332
H13 20.01348 9.81850 14.23278
H14 17.07564 14.77582 20.19567
H15 13.42492 17.46341 15.50244
H16 16.44776 16.37548 15.62502
H17 17.73121 20.01484 9.95611
H18 21.53591 19.55182 19.74768
H19 16.80903 19.15379 15.29970
H20 16.30335 13.19819 20.13142
H21 16.13151 19.92604 10.66582
H22 12.14718 11.95695 8.49251
H23 21.73668 21.41487 18.54175
H24 18.18729 16.21910 15.65886
H25 12.03649 18.10112 14.64778
H26 13.69704 12.69350 14.48764
H27 23.99260 11.79994 10.02260
H28 22.92350 10.71659 9.19942
H29 23.95422 8.78008 10.25742
H30 25.18440 9.78715 9.32780
H31 17.00087 8.59911 13.71324
H32 9.29445 12.54895 11.71152
H33 19.31504 20.91801 18.14248
H34 20.61727 15.31028 16.99328
H35 17.01898 17.73381 18.18486
H36 17.14436 19.60679 13.65204
H37 16.22571 19.27235 18.70248
H38 20.02361 8.60759 12.92690
H39 17.23572 16.97244 20.50790
H40 15.61513 8.84495 14.67892
H41 16.24838 18.24271 21.11986
H42 11.20062 14.43481 8.21904
H43 14.58373 14.46082 21.34524
H44 15.39676 19.36617 8.40140
H45 14.48647 11.87635 15.96566
H46 13.43884 13.62418 19.34678
H47 21.20630 18.25908 11.88492
H48 21.43500 10.62830 17.94812
H49 9.90844 12.41094 13.35024
H50 21.68303 8.86666 17.70788
H51 27.88335 15.86391 12.77062
H52 13.47924 15.35070 13.97658
H53 19.92371 21.11075 16.44690
H54 25.11499 9.76392 11.08880
H55 22.24035 9.37615 15.23416
H56 20.01441 11.79709 8.95264
H57 23.20540 10.10003 16.35826
H58 17.06036 19.26767 7.85758
H59 13.01468 15.33457 19.24084
H60 21.61259 15.03661 9.02852
H61 22.94304 14.88338 10.09541
H62 19.20948 22.22556 21.88732
H63 20.33533 16.58411 19.50792
H64 16.75587 16.95828 7.87540
H65 19.34598 13.70112 16.07506
H66 13.03451 15.66624 8.83226
H67 26.91966 14.84647 11.76746
H68 14.94305 15.90568 20.71921
H69 15.63684 7.43603 13.74782
H70 11.09367 13.41547 9.59768
H71 15.11994 17.19482 8.74438
H72 19.79577 18.21686 14.52434
H73 14.04841 9.18341 12.80904
H74 18.99036 16.34280 18.51972
H75 13.96131 19.10616 13.53866
H76 19.21534 10.44188 9.67508
H77 21.06388 14.37883 13.76864
H78 25.91650 15.94644 14.41608
H79 18.05013 12.63897 15.44218
H80 12.55688 15.32514 10.56568
H81 21.07856 12.67346 13.19438
H82 18.03680 13.08610 17.11864
H83 22.29652 20.70904 17.12996
H84 20.67320 19.64486 14.04802
H85 9.96930 14.07390 12.47320
H86 18.95645 9.98124 12.77394
H87 27.33599 14.24616 13.37330
H88 15.21443 8.45029 11.68618
H89 21.52117 17.32754 13.44578
H90 22.26686 14.01524 19.21624
H91 21.55297 13.85547 10.38085
H92 19.06090 22.30809 20.20282
H93 21.85579 15.89252 18.08595
H94 25.38842 16.44876 12.74918
H95 21.90774 11.08888 15.55896
H96 21.49368 13.16907 17.84790



# 2
# C54H99F6N18P

A 10-piece molecular cluster, C54H99F6N18P overall at a distorted geometry (the ωB97M-V functional and the def2-TZVPD basis, the OMol25 dataset).

Results
Energy above the lowest of the compared OMol25 structures with the same formula, charge and spin = 0.00 kJ/mol
Net charge = +8
Kohn-Sham gap = 9.4 eV
LUMO level = -10.47 eV
Highest occupied orbital energy = -19.9 eV
DFT total energy = -109942.718 eV

CARTESIAN COORDINATES (ANGSTROEM)
P1 0.69969 -0.46142 0.59836
F1 2.21392 0.14434 0.42959
F2 0.81890 -0.20629 2.20723
F3 1.10901 -1.97720 0.87129
F4 0.04207 1.04394 0.49145
F5 -0.86124 -0.90760 0.85015
F6 0.51224 -0.80146 -0.97564
N1 5.29720 3.91818 -6.03942
N2 6.35305 2.14104 -4.98826
N3 2.84544 11.56645 1.11807
N4 10.73556 -6.10587 -0.29391
N5 8.39134 5.07918 5.43359
N6 -11.67944 -5.99489 -0.45598
N7 -4.65618 -7.79804 -4.00743
N8 -7.05875 4.39158 6.68117
N9 -8.15951 6.28991 6.31280
N10 -2.40254 -8.24861 -4.01813
N11 8.56538 -5.50708 -0.50831
N12 -10.05392 -4.93833 0.70536
N13 -5.93059 1.01538 -8.21021
N14 3.50415 9.40778 0.78783
N15 0.90607 -6.48138 5.08376
N16 -7.86341 0.91051 -9.41657
N17 1.61204 -4.78370 6.41320
N18 8.88580 7.17133 4.72513
C1 -2.62145 -6.84518 -3.71621
C2 -8.54085 7.60454 5.68544
C3 -7.14874 5.46685 5.89247
C4 9.25470 5.82624 4.66071
C5 10.22082 -6.90815 -1.27976
C6 3.99455 11.65721 0.43515
C7 2.66070 -5.70240 6.22845
C8 7.72971 7.29479 5.54538
C9 9.74021 -5.25438 0.10831
C10 5.17797 5.23817 -6.67314
C11 -8.12980 4.40710 7.56966
C12 -3.99245 -6.61814 -3.87710
C13 0.05764 -7.31552 4.18755
C14 9.70329 8.27147 4.17380
C15 -1.18327 -8.87314 -4.37910
C16 3.58248 7.99041 0.98929
C17 5.03189 1.88533 -5.03591
C18 -5.56751 0.78555 -5.88813
C19 2.55440 7.51740 2.08636
C20 7.18807 3.02269 4.77233
C21 7.28119 1.18020 -4.45023
C22 -5.88962 1.94947 -9.25930
C23 -8.98759 -4.65212 1.60390
C24 7.29433 -4.86244 -0.24888
C25 8.38795 3.60629 5.47856
C26 -1.38710 -7.75616 4.60154
C27 5.14674 6.28704 -5.58255
C28 7.37243 5.92486 5.80292
C29 4.39847 10.28112 0.18346
C30 -10.62641 -4.02116 -0.12750
C31 -11.61858 -4.67509 -0.83701
C32 -3.68858 -8.74982 -4.08670
C33 -7.03363 1.88770 -9.95639
C34 8.82788 -6.70566 -1.21188
C35 -8.73933 5.68282 7.36242
C36 -5.25407 3.30579 5.39874
C37 2.25247 -6.64298 5.34816
C38 -6.02613 -8.09178 -3.99443
C39 -10.67680 -6.14430 0.46429
C40 -6.11451 3.33136 6.65492
C41 6.49658 3.42019 -5.50159
C42 -7.76451 -4.18312 0.81607
C43 1.67513 -3.69687 7.32014
C44 -7.13825 0.39703 -8.33566
C45 13.01710 -5.28710 -0.81313
C46 0.49878 -5.32077 5.77534
C47 -4.91307 0.75995 -7.25295
C48 -12.76156 -6.88631 -0.79319
C49 12.12408 -6.11889 0.15812
C50 -6.54081 -8.22755 -5.46627
C51 4.33598 3.01144 -5.64520
C52 2.53567 10.25136 1.29104
C53 1.89034 12.59742 1.46112
C54 -9.21480 0.49723 -9.79349
H1 -5.01146 2.56722 -9.37606
H2 -7.62577 -8.32312 -5.42352
H3 4.61250 1.02567 -4.53442
H4 1.65255 12.50530 2.52087
H5 5.23596 9.89442 -0.37822
H6 9.81781 -4.44853 0.82314
H7 -4.65576 4.21607 5.43768
H8 -6.60376 -7.30874 -3.50323
H9 12.37446 -7.17012 0.01556
H10 8.25035 1.64043 -4.25783
H11 -10.49684 -7.02352 1.06510
H12 0.60774 -8.20801 3.88928
H13 -9.82650 0.89789 -8.98517
H14 -0.51071 -4.93951 5.81962
H15 -0.91605 -9.75327 -3.79424
H16 2.80990 7.89796 3.07530
H17 4.60575 7.18716 -5.87447
H18 6.98544 -5.15191 0.75555
H19 -7.95763 -3.45994 0.02373
H20 -6.12481 -8.99277 -3.38895
H21 -1.69524 -8.49403 3.86081
H22 13.02255 -5.64402 -1.84303
H23 -10.22786 -3.02012 -0.20143
H24 -0.45235 -8.10407 -4.12936
H25 7.30609 1.94436 4.66571
H26 7.03403 3.49620 3.80272
H27 1.62324 9.93376 1.77372
H28 -5.75629 3.11980 4.44938
H29 -6.38631 -7.31125 -6.03603
H30 -9.23127 7.48689 4.85023
H31 -13.16492 -7.24814 0.15258
H32 -9.48318 1.06091 -10.68698
H33 -2.09895 -6.93304 4.53958
H34 -1.80289 -6.22025 -3.39090
H35 6.15003 6.57563 -5.26914
H36 2.77129 -7.48306 4.91057
H37 4.26591 5.31269 -7.26533
H38 -4.07418 -9.73912 -4.28418
H39 6.03734 5.24347 -7.34363
H40 -12.27710 -4.30737 -1.61003
H41 8.51761 3.31187 6.52001
H42 -8.91307 -5.59692 2.14233
H43 -6.20839 -0.06599 -5.65953
H44 3.35000 7.59930 -0.00121
H45 1.25646 -2.80829 6.84764
H46 -4.92481 0.78028 -5.00778
H47 0.93990 12.27044 1.03940
H48 4.48190 12.60705 0.27181
H49 -4.41752 -5.62628 -3.83302
H50 -4.53755 2.51350 5.61548
H51 9.83642 5.32194 3.90329
H52 -1.49620 -8.15046 5.61185
H53 -6.99482 -3.78239 1.47568
H54 2.54742 6.44553 2.28419
H55 -4.23739 -0.07072 -7.45679
H56 2.18782 13.63430 1.30461
H57 12.87774 -4.20618 -0.83041
H58 -9.39680 -0.57726 -9.81429
H59 -8.77125 8.38361 6.41211
H60 -9.21267 -3.82635 2.27883
H61 12.13788 -5.87129 1.21953
H62 -7.37390 2.36999 -10.86082
H63 7.01877 0.63016 -3.54652
H64 -6.09690 1.72782 -5.74684
H65 7.14992 8.19881 5.65934
H66 6.54607 5.60414 6.41990
H67 10.74102 -7.74195 -1.72760
H68 9.16910 8.69560 3.32359
H69 -7.38036 -5.08413 0.33783
H70 4.81930 5.79887 -4.66464
H71 7.93375 -7.16434 -1.60754
H72 6.57947 -5.06388 -1.04669
H73 3.28455 3.18505 -5.82059
H74 -7.49719 -0.37849 -7.67526
H75 1.15670 -3.88128 8.26105
H76 -5.46426 3.37310 7.52872
H77 14.07778 -5.34661 -0.56917
H78 9.83106 9.09870 4.87199
H79 -0.07579 -6.65172 3.33335
H80 -7.66593 8.02722 5.19152
H81 7.51366 -3.79539 -0.28629
H82 10.74681 7.99275 4.02720
H83 -6.36746 5.73484 5.19666
H84 6.37383 3.11668 5.49086
H85 9.32605 3.32477 5.00021
H86 7.36927 0.46481 -5.26789
H87 7.40356 4.00651 -5.50522
H88 2.66409 -3.30538 7.55844
H89 -6.68711 2.40392 6.66353
H90 1.54067 7.86344 1.88460
H91 -8.25788 3.68523 8.36269
H92 -12.25290 -7.67203 -1.35177
H93 -4.29506 1.64923 -7.37683
H94 -13.54422 -6.44249 -1.40845
H95 3.59020 -5.62893 6.77345
H96 -9.48520 6.26951 7.87805
H97 4.57675 7.63052 1.25388
H98 -1.17060 -9.20091 -5.41858
H99 -6.30094 -9.16946 -5.95959